Entry 1:
Here is one molecule with the formula C10H10O2S2 from the Open Molecules 2025 dataset. Energies are from ωB97M-V/def2-TZVPD.

XYZ file:
```
24
Properties=species:S:1:pos:R:3
C -3.718 0.761 0.082
C -3.011 0.512 1.246
C -3.427 0.059 -1.076
C -2.001 -0.433 1.256
C -2.415 -0.884 -1.079
C -1.703 -1.109 0.086
C 2.281 -1.501 0.175
C 0.990 -1.217 0.081
C 3.258 -0.357 0.137
C 2.556 0.868 -0.421
O -0.018 0.936 -1.204
O 0.429 1.133 1.201
S -0.363 -2.300 0.081
S 0.785 0.571 -0.071
H -4.499 1.507 0.076
H -3.238 1.057 2.149
H -3.978 0.254 -1.983
H -1.440 -0.631 2.157
H -2.167 -1.429 -1.976
H 2.663 -2.501 0.301
H 3.612 -0.165 1.155
H 4.127 -0.630 -0.466
H 2.850 1.800 0.048
H 2.635 0.940 -1.501
```

highest occupied orbital energy = -8.64 eV
orbital gap = 9.27 eV
ΔE to the lowest compared entry with this formula, charge and spin = 0.0 kJ/mol
spin multiplicity = 1
SMILES = O=S1(=O)CCC=C1Sc1ccccc1
molar mass = 226.3 g/mol

=====

Entry 2:
Here is C10H10OS as an isolated structure in a non-equilibrium geometry from the Open Molecules 2025 dataset. Energies are from ωB97M-V/def2-TZVPD.

XYZ file:
```
22
Properties=species:S:1:pos:R:3
C 1.453 2.525 -1.148
C 2.360 2.322 -0.131
C 0.311 1.785 -1.147
C 2.078 1.349 0.804
C 0.038 0.819 -0.249
C 0.989 0.571 0.781
C -0.725 -2.745 0.222
C -1.860 -2.306 1.014
C -1.316 0.165 -0.169
C -0.723 -1.367 0.796
O -1.801 -0.243 -1.419
S 0.562 -0.785 1.901
H 1.720 3.483 -1.713
H 3.273 2.743 -0.233
H -0.313 1.925 -1.955
H 2.775 1.322 1.673
H 0.025 -3.438 0.672
H -0.732 -2.848 -0.862
H -2.750 -2.261 0.398
H -1.894 -2.627 2.036
H -2.110 0.689 0.355
H -1.362 -1.074 -1.627
```

highest occupied orbital energy = -8.10 eV
orbital gap = 8.92 eV
ΔE to the lowest compared entry with this formula, charge and spin = 92.4 kJ/mol
spin multiplicity = 1
molar mass = 178.3 g/mol